Record 1
Density functional theory data (ωB97M-V/def2-TZVPD) for a 8-piece molecular cluster, C24H50BF13N4O10 overall at a distorted geometry.

Highest occupied orbital energy: -5.11 eV
LUMO energy: -2.591 eV
HOMO-LUMO gap: 2.52 eV

Geometry (Å):
C: -15.649 -16.935 18.185
C: -14.680 -16.457 19.244
O: -13.773 -17.103 19.595
N: -14.963 -15.108 19.863
H: -15.357 -14.465 19.175
H: -15.757 -15.392 20.481
C: -13.756 -14.454 20.445
H: -16.683 -16.799 18.511
H: -15.295 -17.933 17.962
H: -15.634 -16.280 17.306
H: -14.009 -13.402 20.549
H: -12.958 -14.524 19.708
H: -13.365 -14.882 21.360
C: -18.099 -12.621 21.272
C: -17.250 -12.434 22.495
O: -16.531 -11.512 22.637
N: -17.375 -13.502 23.538
H: -17.639 -14.396 23.078
H: -16.498 -13.780 23.985
C: -18.334 -13.087 24.609
H: -17.717 -12.006 20.464
H: -19.121 -12.336 21.527
H: -18.026 -13.670 20.962
H: -19.171 -13.762 24.757
H: -18.814 -12.115 24.480
H: -17.801 -12.937 25.547
C: -16.093 -17.511 27.008
C: -15.578 -18.326 25.895
O: -15.306 -19.462 25.900
N: -15.355 -17.566 24.570
H: -16.219 -17.549 24.017
H: -15.211 -16.592 24.842
C: -14.109 -18.000 23.789
H: -16.686 -18.053 27.750
H: -16.786 -16.764 26.606
H: -15.257 -17.040 27.534
H: -14.436 -18.896 23.275
H: -13.311 -18.162 24.505
H: -13.813 -17.185 23.136
C: -22.540 -20.480 22.997
C: -22.736 -19.598 24.229
O: -23.065 -18.473 24.134
N: -22.793 -20.237 25.605
H: -23.725 -20.296 26.016
H: -22.402 -21.174 25.447
C: -21.730 -19.596 26.467
H: -21.628 -21.073 23.046
H: -22.368 -19.713 22.246
H: -23.466 -21.027 22.839
H: -20.732 -19.752 26.061
H: -21.718 -20.142 27.409
H: -21.966 -18.542 26.565
C: -19.519 -14.459 31.601
O: -18.563 -14.265 30.521
O: -18.876 -14.383 32.726
C: -20.743 -13.486 31.401
F: -21.317 -13.512 30.165
F: -21.709 -13.842 32.275
F: -20.380 -12.209 31.649
C: -18.872 -14.864 29.297
C: -18.008 -14.127 28.260
H: -18.416 -13.137 28.065
H: -17.014 -14.160 28.706
H: -17.977 -14.752 27.354
H: -19.922 -14.845 28.983
H: -18.609 -15.930 29.310
H: -20.000 -15.444 31.416
C: -16.174 -23.409 23.337
O: -17.370 -22.932 24.032
O: -16.490 -24.392 22.510
C: -15.247 -22.198 22.926
F: -15.524 -21.747 21.668
F: -15.224 -21.204 23.850
F: -13.958 -22.645 22.849
C: -18.145 -21.944 23.452
C: -19.399 -21.796 24.340
H: -19.745 -22.831 24.395
H: -19.181 -21.414 25.334
H: -20.094 -21.218 23.710
H: -18.432 -22.096 22.407
H: -17.544 -21.019 23.534
H: -15.670 -23.911 24.180
C: -17.972 -16.931 21.869
O: -18.002 -17.079 23.312
O: -17.176 -15.894 21.586
C: -17.732 -18.303 21.265
F: -18.553 -19.263 21.624
F: -17.783 -18.208 19.925
F: -16.492 -18.723 21.634
C: -19.097 -17.707 24.039
C: -18.815 -17.482 25.509
H: -18.593 -16.424 25.688
H: -19.683 -17.777 26.087
H: -17.886 -17.961 25.819
H: -19.007 -18.757 23.769
H: -20.118 -17.392 23.794
H: -19.024 -16.750 21.566
B: -19.655 -20.117 28.227
F: -20.103 -21.020 27.224
F: -18.507 -19.466 27.720
F: -20.655 -19.172 28.490
F: -19.350 -20.811 29.414

Here are the Löwdin charges for atoms 1 to 2, given in e: C 0.04; C -0.42

Record 2
Density functional theory data (ωB97M-V/def2-TZVPD) for a 9-piece molecular cluster, C24H51Cl16FN2O2P overall at a distorted geometry.

Highest occupied orbital energy: -5.33 eV
LUMO energy: 1.634 eV
Total charge: -1
HOMO-LUMO gap: 6.97 eV

Geometry (Å):
C: -2.945 2.746 -5.731
C: -3.933 1.817 -4.976
C: -3.860 1.939 -3.411
C: -2.408 1.842 -2.846
P: -2.227 0.984 -1.155
F: -3.026 -0.393 -1.767
C: -0.496 0.326 -1.579
C: 0.041 -0.825 -0.670
O: -0.938 -1.773 -0.263
C: 1.241 -1.534 -1.378
N: 0.931 -2.162 -2.665
O: -3.848 1.691 -0.609
C: -4.669 0.765 -0.273
N: -5.387 -0.077 0.088
H: -2.746 2.285 -6.723
H: -3.398 3.743 -5.900
H: -1.964 2.859 -5.242
H: -4.965 2.061 -5.306
H: -3.792 0.742 -5.201
H: -4.546 1.171 -3.015
H: -4.273 2.929 -3.122
H: -2.019 2.875 -2.724
H: -1.782 1.382 -3.638
H: -2.129 0.436 0.166
H: -1.634 2.204 -0.634
H: 0.207 1.178 -1.435
H: -0.388 0.016 -2.636
H: 0.458 -0.373 0.257
H: -0.963 -2.532 -0.857
H: 2.032 -0.778 -1.547
H: 1.644 -2.313 -0.702
H: 0.112 -2.759 -2.630
H: 0.853 -1.491 -3.422
Cl: 3.713 -0.267 -3.738
C: 3.525 0.348 -5.397
C: 2.151 0.921 -5.646
Cl: 0.880 -0.330 -5.659
H: 3.747 -0.467 -6.084
H: 4.278 1.124 -5.531
H: 2.128 1.401 -6.624
H: 1.883 1.662 -4.894
Cl: -2.485 0.126 5.026
C: -3.614 -0.358 3.726
C: -4.555 0.754 3.342
Cl: -5.730 1.123 4.640
H: -4.153 -1.241 4.062
H: -3.006 -0.636 2.865
H: -5.125 0.473 2.458
H: -4.017 1.670 3.108
Cl: 2.581 0.527 5.744
C: 1.618 2.022 5.892
C: 0.690 2.225 4.718
Cl: 1.578 2.593 3.217
H: 2.307 2.855 6.006
H: 1.035 1.933 6.809
H: 0.031 3.071 4.912
H: 0.073 1.347 4.538
Cl: 6.584 2.098 -5.063
C: 7.737 0.781 -5.397
C: 7.978 -0.084 -4.184
Cl: 8.873 0.781 -2.909
H: 8.661 1.226 -5.762
H: 7.308 0.179 -6.198
H: 8.581 -0.949 -4.462
H: 7.043 -0.442 -3.755
Cl: -7.913 -5.016 -1.096
C: -8.416 -3.651 -0.063
C: -7.272 -3.088 0.743
Cl: -6.719 -4.226 2.003
H: -9.225 -3.996 0.579
H: -8.808 -2.880 -0.726
H: -7.590 -2.181 1.254
H: -6.419 -2.840 0.115
Cl: 3.103 4.396 7.778
C: 4.044 3.348 8.869
C: 5.531 3.553 8.711
Cl: 6.126 2.963 7.140
H: 3.759 2.315 8.672
H: 3.743 3.598 9.886
H: 6.063 2.995 9.481
H: 5.801 4.603 8.801
Cl: 11.630 -2.166 -4.948
C: 12.166 -1.057 -3.659
C: 12.294 -1.751 -2.324
Cl: 10.711 -2.231 -1.668
H: 11.460 -0.230 -3.611
H: 13.136 -0.663 -3.963
H: 12.746 -1.073 -1.600
H: 12.916 -2.642 -2.392
Cl: -9.810 -4.890 3.559
C: -9.188 -3.804 4.824
C: -9.190 -4.454 6.186
Cl: -10.842 -4.716 6.808
H: -9.787 -2.896 4.814
H: -8.168 -3.544 4.542
H: -8.682 -3.808 6.902
H: -8.681 -5.415 6.170

Here are the Löwdin charges for atoms 1 to 2, given in e: C -0.13; C -0.27

Record 3
Density functional theory data (ωB97M-V/def2-TZVPD) for a 15-piece molecular cluster, C24H51ClN15O33 overall at a distorted geometry.

Highest occupied orbital energy: -11.95 eV
LUMO energy: -4.863 eV
Total charge: +1
HOMO-LUMO gap: 7.09 eV

Geometry (Å):
C: -5.423 -1.227 0.028
C: -3.975 -0.693 -0.381
O: -3.416 -1.254 -1.370
O: -3.264 0.392 0.236
C: -3.034 0.170 1.630
O: -3.959 0.521 2.421
C: -1.710 -0.441 2.284
O: -0.464 0.126 1.798
C: -0.300 1.484 2.210
O: 0.237 1.860 3.273
C: -0.814 2.593 1.166
C: -1.330 4.008 1.542
C: -1.824 4.913 0.354
N: -1.796 4.444 -1.017
C: -1.291 3.160 -1.428
Cl: -1.244 2.572 -3.155
C: -0.778 2.182 -0.346
H: -5.971 -0.461 0.678
H: -6.030 -1.336 -0.940
H: -5.274 -2.245 0.567
H: -1.737 -0.346 3.435
H: -1.692 -1.578 2.079
H: -1.346 4.350 2.635
H: -2.244 5.950 0.573
H: -2.134 5.068 -1.775
H: -0.397 1.130 -0.635
C: -4.354 -5.238 2.528
N: -4.890 -4.249 1.556
O: -6.076 -3.973 1.631
O: -4.097 -3.781 0.747
H: -5.164 -5.565 3.178
H: -3.956 -6.076 1.957
H: -3.573 -4.743 3.104
C: 3.182 3.836 -1.333
N: 1.811 4.309 -1.659
O: 1.144 4.773 -0.745
O: 1.451 4.199 -2.821
H: 3.366 3.995 -0.272
H: 3.231 2.775 -1.579
H: 3.882 4.414 -1.937
C: -3.972 -0.122 -4.159
N: -4.495 0.871 -5.133
O: -5.684 1.147 -5.070
O: -3.695 1.340 -5.927
H: -4.788 -0.451 -3.520
H: -3.566 -0.958 -4.728
H: -3.197 0.370 -3.572
C: 2.790 -1.202 2.097
N: 3.847 -0.375 1.462
O: 3.593 0.101 0.366
O: 4.887 -0.232 2.081
H: 1.927 -1.239 1.434
H: 3.199 -2.199 2.253
H: 2.528 -0.729 3.044
C: 1.325 2.135 6.266
N: 1.490 2.820 7.575
O: 1.011 3.935 7.689
O: 2.096 2.209 8.444
H: 0.772 2.789 5.595
H: 2.322 1.934 5.873
H: 0.776 1.212 6.445
C: 2.214 -0.120 -3.597
N: 1.354 -0.421 -2.422
O: 0.888 -1.542 -2.338
O: 1.176 0.488 -1.619
H: 2.285 -1.013 -4.223
H: 1.747 0.698 -4.144
H: 3.196 0.165 -3.220
C: -8.238 2.965 -5.682
N: -9.624 3.344 -6.062
O: -10.500 2.506 -5.901
O: -9.785 4.466 -6.508
H: -8.244 1.945 -5.302
H: -7.619 3.040 -6.575
H: -7.907 3.661 -4.911
C: -12.782 2.321 -3.865
N: -12.645 3.015 -2.558
O: -13.123 4.134 -2.463
O: -12.062 2.410 -1.671
H: -13.318 2.971 -4.554
H: -11.778 2.113 -4.233
H: -13.339 1.400 -3.692
C: 7.031 -2.826 3.678
N: 5.740 -3.562 3.707
O: 4.749 -2.975 3.292
O: 5.762 -4.700 4.143
H: 6.858 -1.832 3.268
H: 7.396 -2.763 4.703
H: 7.718 -3.392 3.046
C: 1.239 -4.122 -6.435
N: 1.609 -2.849 -5.762
O: 1.979 -2.915 -4.598
O: 1.514 -1.827 -6.423
H: 1.371 -4.942 -5.731
H: 0.197 -4.041 -6.742
H: 1.897 -4.241 -7.295
C: 10.388 -2.101 0.602
N: 9.585 -2.758 1.666
O: 8.665 -3.481 1.310
O: 9.905 -2.526 2.820
H: 9.994 -2.396 -0.369
H: 10.302 -1.024 0.743
H: 11.420 -2.433 0.717
C: 5.714 -1.616 -5.556
N: 5.882 -0.929 -4.248
O: 5.388 0.183 -4.130
O: 6.502 -1.528 -3.387
H: 5.146 -0.969 -6.222
H: 6.709 -1.804 -5.957
H: 5.179 -2.547 -5.371
C: 5.203 2.662 7.453
N: 5.491 1.631 6.423
O: 6.447 0.898 6.612
O: 4.742 1.593 5.456
H: 5.941 2.580 8.249
H: 5.264 3.636 6.969
H: 4.200 2.472 7.836
C: 1.619 -3.667 4.778
N: 0.227 -3.284 4.421
O: -0.645 -4.119 4.589
O: 0.058 -2.153 3.984
H: 1.617 -4.690 5.150
H: 2.225 -3.586 3.876
H: 1.963 -2.977 5.548

Here are the Löwdin charges for atoms 1 to 2, given in e: C 0.02; C -0.34

Record 4
Density functional theory data (ωB97M-V/def2-TZVPD) for C24H51ClN7O7RbSi2 as an isolated structure.

ΔE to the lowest compared entry with this formula, charge and spin: 0.0 kcal per mole
Highest occupied orbital energy: -1.44 eV
LUMO energy: 3.731 eV
Total charge: -2
HOMO-LUMO gap: 5.17 eV

Geometry (Å):
Rb: 0.270 -0.282 0.115
C: 0.895 3.653 -0.921
C: 2.152 3.543 -0.043
N: 2.273 2.274 0.622
C: 3.519 1.553 0.518
C: 3.821 1.069 -0.912
N: 2.695 0.424 -1.544
C: 2.310 0.904 -2.846
C: 1.747 2.331 -2.826
N: 0.737 2.538 -1.816
H: 0.015 3.678 -0.270
H: 0.940 4.636 -1.433
H: 3.037 3.690 -0.669
H: 2.144 4.394 0.657
H: 1.822 2.209 1.521
H: 4.393 2.137 0.867
H: 3.441 0.684 1.173
H: 4.141 1.924 -1.521
H: 4.693 0.404 -0.854
H: 2.714 -0.599 -1.514
H: 3.132 0.885 -3.589
H: 1.541 0.223 -3.225
H: 2.568 3.034 -2.651
H: 1.378 2.561 -3.837
H: -0.211 2.369 -2.125
N: 2.576 -2.148 1.005
N: 3.430 -2.930 0.195
C: 3.015 -3.164 -1.173
O: 3.546 -4.166 -1.688
O: 2.215 -2.333 -1.671
H: 3.093 -1.754 1.777
H: 1.809 -2.696 1.383
H: 3.688 -3.818 0.600
O: 2.066 -0.047 3.308
Cl: 0.674 0.269 3.505
O: 0.359 0.329 4.907
O: -0.148 -0.728 2.850
O: 0.393 1.563 2.893
C: -4.113 -4.474 0.109
Si: -3.141 -2.918 0.615
C: -1.346 -3.463 0.471
C: -3.480 -2.725 2.464
C: -3.679 -1.507 -0.411
C: -3.162 -1.488 -1.751
C: -3.969 -1.284 -2.914
C: -3.415 -1.264 -4.170
C: -2.042 -1.474 -4.334
C: -1.307 -1.689 -3.180
N: -1.817 -1.671 -1.948
Si: -5.160 -0.529 -0.021
C: -5.277 -0.035 1.806
C: -5.226 1.144 -0.911
C: -6.842 -1.358 -0.372
H: -3.818 -5.357 0.689
H: -3.942 -4.689 -0.951
H: -5.189 -4.314 0.242
H: -1.235 -4.473 0.883
H: -0.652 -2.823 1.019
H: -1.029 -3.475 -0.570
H: -3.082 -3.614 2.966
H: -4.544 -2.657 2.704
H: -2.969 -1.853 2.882
H: -5.041 -1.174 -2.800
H: -4.052 -1.102 -5.033
H: -1.565 -1.470 -5.305
H: -0.233 -1.863 -3.233
H: -4.291 0.259 2.177
H: -5.663 -0.824 2.454
H: -5.952 0.827 1.888
H: -4.614 1.866 -0.362
H: -6.256 1.519 -0.925
H: -4.853 1.120 -1.936
H: -6.908 -2.315 0.156
H: -6.978 -1.565 -1.439
H: -7.676 -0.727 -0.040
C: -3.797 4.074 2.799
C: -2.499 3.270 2.970
C: -2.664 2.232 4.086
C: -1.321 4.203 3.270
C: -2.245 2.589 1.687
N: -2.063 2.100 0.665
H: -4.021 4.589 3.737
H: -4.632 3.416 2.554
H: -3.697 4.818 2.007
H: -2.863 2.763 5.022
H: -1.760 1.639 4.210
H: -3.504 1.567 3.880
H: -1.530 4.743 4.197
H: -1.185 4.930 2.467
H: -0.402 3.630 3.391
O: -2.022 1.487 -2.281
H: -2.147 0.545 -2.454
H: -2.271 1.597 -1.351

Here are the Löwdin charges for atoms 1 to 2, given in e: Rb 0.72; C -0.23

- Which value of HOMO-LUMO gap does entry 2 give?
  6.97 eV

- The highest LUMO energy belongs to which entry?
  C24H51ClN7O7RbSi2

- Look up the LUMO energy of the fourth one.
  3.731 eV

- HOMO-LUMO gap of number 2 (C24H51Cl16FN2O2P)?
  6.97 eV